Here is a molecular structure, C22H38P2Pd in a non-equilibrium geometry from the Open Molecules 2025 dataset. Energies are from ωB97M-V/def2-TZVPD.

Atoms and positions in Å:
P -0.32247 4.14727 -1.50657
P -1.83254 2.47587 -4.33370
C -0.05861 4.54979 -3.29175
C -1.23578 4.24000 -4.21415
H 0.87528 4.08785 -3.65142
H 0.10647 5.63998 -3.30178
H -2.11372 4.85432 -3.95844
H -0.93875 4.54968 -5.22457
C -1.13763 2.47953 -6.20320
H -1.32657 1.50538 -6.67904
H -0.06442 2.68513 -6.21790
H -1.65256 3.26292 -6.76730
C -3.46451 2.33323 -5.23508
H -3.53806 3.20868 -5.89040
H -4.35262 2.31962 -4.59500
H -3.48912 1.42630 -5.85671
C 1.27182 4.28308 -0.69749
H 1.24150 3.78046 0.29083
H 1.50167 5.34847 -0.55775
H 2.05462 3.82990 -1.31830
C -1.30526 5.60098 -0.96715
H -2.35984 5.48604 -1.26243
H -0.92336 6.53185 -1.40627
H -1.23842 5.65544 0.12912
Pd 1.30860 1.37188 0.22952
C -1.90107 0.25393 -4.10716
C -0.71757 1.06303 -4.17540
C 0.12301 1.39807 -2.90505
C -0.73629 1.66598 -1.67213
C -1.69516 2.86695 -1.67409
C -2.73961 2.56203 -2.69717
C -3.46937 1.23622 -2.37373
C -2.79659 -0.03195 -2.98728
C 0.27442 1.31193 2.01609
H -2.09977 -0.27135 -5.03341
H -0.04796 0.82342 -5.00141
H 0.85179 2.20805 -3.08615
H 0.75459 0.51807 -2.74019
H -1.38745 0.82197 -1.52675
H -0.14049 1.77327 -0.72249
H -2.16890 2.94844 -0.68884
H -3.47322 3.37647 -2.74191
H -4.47952 1.33005 -2.78914
H -3.59557 1.09022 -1.29546
H -2.28813 -0.66299 -2.23329
H -3.61816 -0.65998 -3.36909
H 0.27463 0.31749 2.49060
H -0.74390 1.65574 1.76944
H 0.83518 2.06774 2.59344
C 0.32273 -0.55535 -0.75356
C 1.02843 -1.24144 0.27284
C 0.32108 -2.00348 1.22935
C 0.95470 -2.25775 2.43236
C 2.29002 -1.83905 2.63040
C 3.03814 -1.24541 1.60319
C 2.42108 -0.95418 0.37623
H -0.76327 -0.62368 -0.63018
H 0.70398 -0.76545 -1.75451
H -0.72683 -2.23564 1.02455
H 0.39965 -2.77507 3.21759
H 2.77605 -2.06030 3.58662
H 4.09016 -0.98864 1.74259
H 2.95859 -0.60574 -0.51344

The spin multiplicity is 5. For the HOMO energy (spin up / spin down), the calculation gives -11.9190 / -13.4448 eV. Its total energy is -45462.103 eV. As for the total charge: +2. The LUMO energy (spin up / spin down) comes out at -6.11 / -9.34 eV. The relative energy (zero: lowest compared OMol25 entry of this formula, charge and spin) comes out at 296.11 kJ/mol. The frontier orbital gap (spin up / spin down) comes out at 0.214 / 0.151 Ha.

Atom charges from the natural (NBO) analysis, given in e for atoms 1 to 8:
1. P 1.564
2. P 1.511
3. C -0.733
4. C -0.706
5. H 0.252
6. H 0.276
7. H 0.261
8. H 0.270

Here is 4 unconnected molecules or ions with the total composition C20H20N4 from the Open Molecules 2025 dataset. Energies are from ωB97M-V/def2-TZVPD.

Atoms and positions in Å:
C 3.38136 2.15199 -3.10119
C 2.64864 2.73526 -2.08620
C 1.37034 3.20081 -2.36698
N 0.81262 3.13200 -3.56799
C 1.54098 2.60029 -4.54757
C 2.82199 2.10049 -4.37042
H 4.37821 1.77916 -2.90497
H 3.01232 2.82721 -1.07114
H 0.75994 3.62711 -1.57736
H 1.10049 2.61950 -5.53888
H 3.33119 1.63209 -5.20140
C -1.92885 -1.70212 -2.88310
C -1.15761 -2.71015 -2.32505
C 0.17016 -2.43614 -2.03770
N 0.75247 -1.26216 -2.27377
C -0.00355 -0.31418 -2.82785
C -1.34277 -0.47491 -3.13471
H -2.97036 -1.90139 -3.10394
H -1.55124 -3.68415 -2.06834
H 0.80970 -3.19031 -1.58899
H 0.48526 0.64872 -2.92083
H -1.91100 0.33769 -3.56623
C -0.97266 0.88529 0.17733
C -1.58583 2.09468 0.46468
C -2.72818 2.08160 1.25514
N -3.24876 0.97024 1.75647
C -2.65300 -0.18015 1.46000
C -1.51360 -0.28336 0.68626
H -0.05951 0.86541 -0.40406
H -1.18649 3.01194 0.05278
H -3.19913 3.03125 1.48972
H -3.08377 -1.06811 1.91412
H -1.04071 -1.22991 0.46158
C -0.49111 -1.72957 4.35844
C 0.65975 -0.95987 4.35523
C 1.71552 -1.33022 5.17762
N 1.67703 -2.37226 5.99759
C 0.55619 -3.08356 6.01914
C -0.54659 -2.80802 5.22533
H -1.30823 -1.45817 3.70322
H 0.75775 -0.08683 3.72285
H 2.62479 -0.73812 5.17534
H 0.56118 -3.92332 6.70636
H -1.44490 -3.40575 5.30943

The spin multiplicity is 1. Its structure (SMILES) is c1ccncc1.c1ccncc1.c1ccncc1.c1ccncc1. For the HOMO energy, the calculation gives -9.6690 eV. Its total energy is -27023.962 eV. As for the total charge: 0. The LUMO energy comes out at 0.69 eV. The relative energy (zero: lowest compared OMol25 entry of this formula, charge and spin) comes out at 198.15 kJ/mol. The frontier orbital gap comes out at 0.381 Ha.

Atom charges from the natural (NBO) analysis, given in e for atoms 1 to 8:
1. C -0.163
2. C -0.259
3. C 0.026
4. N -0.426
5. C 0.028
6. C -0.255
7. H 0.222
8. H 0.222

Here is 14 unconnected molecules or ions with the total composition C14H56N16O14 in a non-equilibrium geometry from the Open Molecules 2025 dataset. Energies are from ωB97M-V/def2-TZVPD.

Atoms and positions in Å:
C -1.29294 -4.50946 1.58524
O -2.43928 -3.91206 2.04063
H -1.41931 -5.56073 1.30054
H -0.88876 -4.01998 0.69331
H -0.55092 -4.50171 2.35607
H -3.08275 -3.85075 1.31110
C -2.02034 -0.93632 2.06804
O -3.09365 -1.44943 2.95134
H -1.07096 -0.96402 2.58460
H -2.01239 -1.57134 1.17728
H -2.32069 0.11075 1.77257
H -2.85452 -2.36046 3.03409
C -3.32249 -3.06085 -1.14107
O -4.21843 -3.42481 -0.06960
H -2.72719 -4.00233 -1.40015
H -3.91001 -2.81488 -2.07715
H -2.57809 -2.22225 -0.85668
H -4.76713 -2.67308 0.29477
C 1.42203 4.63313 1.16224
O 0.45549 4.07320 2.01143
H 1.99845 3.92101 0.63484
H 0.81183 5.17202 0.41430
H 2.05382 5.32325 1.74308
H 0.95775 3.72833 2.77129
C 3.72407 -3.28783 1.47143
O 3.70380 -1.83819 1.36426
H 4.72844 -3.67029 1.25869
H 3.40929 -3.66197 2.40985
H 3.07194 -3.73370 0.74353
H 2.92895 -1.63995 0.78802
C -2.73879 2.38888 2.34001
O -1.80370 2.60035 1.34488
H -3.59211 1.84571 1.95430
H -2.34836 1.67636 3.10185
H -3.09622 3.28811 2.88513
H -0.91720 2.84895 1.63129
C -1.78420 -2.70838 -4.63040
O -0.62506 -2.49421 -4.34054
N -2.18811 -3.92835 -5.19916
N -2.79578 -1.78619 -4.43514
H -1.40062 -4.44077 -5.57569
H -3.07755 -3.92039 -5.66055
H -3.77051 -1.97923 -4.62288
H -2.57714 -0.90665 -3.88672
C 2.30683 1.51913 3.55942
O 2.20669 2.68640 3.96446
N 2.11180 0.48660 4.38623
N 2.57962 1.12545 2.30767
H 1.79961 0.57275 5.31969
H 2.62516 -0.33812 4.10219
H 2.74508 0.15704 2.17733
H 3.05554 1.75967 1.63980
C 5.25492 -0.77023 -2.34975
O 6.35448 -0.60870 -2.85582
N 4.14981 -1.35387 -2.99100
N 4.88612 -0.33812 -1.13766
H 3.28404 -1.39426 -2.46287
H 4.31765 -1.98531 -3.74170
H 4.15018 -0.81667 -0.72401
H 5.65064 -0.09084 -0.49380
C -2.48433 1.20043 -1.79422
O -2.43969 0.50002 -2.82190
N -3.39623 0.87171 -0.83083
N -1.64773 2.18943 -1.53563
H -3.46020 1.46462 -0.08223
H -3.93419 -0.00798 -0.82612
H -0.93661 2.34283 -2.25698
H -1.52828 2.51393 -0.56788
C 1.64116 2.32745 -3.15787
O 0.67644 2.93539 -2.70120
N 1.50841 1.62722 -4.35391
N 2.85353 2.41361 -2.58411
H 0.54915 1.32116 -4.36242
H 2.04404 0.75046 -4.50245
H 2.82601 2.70642 -1.60928
H 3.53809 1.64780 -2.63935
C 5.27192 3.64200 1.06518
O 4.40890 2.87061 0.74236
N 6.32844 3.76184 0.20199
N 5.07809 4.50399 2.10862
H 6.30307 3.06097 -0.51426
H 7.22887 4.08634 0.30318
H 4.36278 4.35324 2.72642
H 5.71818 5.29692 2.28059
C 0.68197 -0.68268 -0.64043
O 1.66519 -1.30707 -0.27083
N 0.20623 0.28331 0.18097
N 0.00863 -0.97722 -1.74992
H 0.76318 0.52848 0.99668
H -0.60855 0.81466 -0.04550
H 0.45523 -1.59947 -2.36374
H -0.93690 -0.69569 -1.91958
C -6.26519 -0.83836 1.34110
O -5.50986 -1.22854 0.45520
N -5.72659 -0.64872 2.57083
N -7.56525 -0.50019 1.15365
H -4.82916 -1.06699 2.78984
H -6.36684 -0.58694 3.31014
H -7.94563 0.28965 1.66923
H -7.99512 -0.55502 0.23017

The spin multiplicity is 1. For the HOMO energy, the calculation gives -9.6204 eV. Its total energy is -67940.415 eV. As for the total charge: 0. The LUMO energy comes out at 0.47 eV. The relative energy (zero: lowest compared OMol25 entry of this formula, charge and spin) comes out at 0.00 kJ/mol. The frontier orbital gap comes out at 0.371 Ha.

Atom charges from the Mulliken analysis, given in e for atoms 1 to 8:
1. C -0.580
2. O -0.524
3. H 0.296
4. H 0.134
5. H 0.282
6. H 0.356
7. C 0.268
8. O -0.618

Here is 13 unconnected molecules or ions with the total composition H26O13 in a non-equilibrium geometry from the Open Molecules 2025 dataset. Energies are from ωB97M-V/def2-TZVPD.

Atoms and positions in Å:
O 4.09874 -0.72077 0.21767
H 3.31867 -0.14732 0.17010
H 3.67773 -1.60312 0.13196
O 0.83572 0.02627 1.42271
H 1.02076 0.37543 0.52924
H 1.13855 -0.90404 1.38045
O -1.81580 0.80738 -0.02713
H -1.83471 1.40512 0.70434
H -2.73920 0.81890 -0.34338
O -0.83337 -3.43329 2.40444
H -1.09026 -2.98480 1.58736
H -0.06881 -2.90179 2.55521
O 1.83481 2.37866 0.58750
H 1.86787 3.09988 0.00834
H 2.19094 2.29679 1.44511
O -0.89624 1.96356 3.19607
H -0.52175 2.72834 2.50385
H -0.31467 1.22993 3.15340
O 0.14125 0.76636 -3.50623
H -0.28240 1.12615 -4.32526
H -0.60716 0.88914 -2.84482
O 1.44925 -3.31704 0.57387
H 0.83130 -4.02327 0.80388
H 1.54862 -3.46804 -0.36561
O -0.26406 -3.87408 -2.43261
H -0.23678 -2.96037 -2.87569
H -1.15589 -3.91676 -1.91681
O 1.48649 2.87964 -2.00079
H 1.26190 1.99976 -1.68655
H 1.39924 2.67615 -2.93297
O -2.46167 -1.09977 2.46793
H -2.14885 -1.54038 1.67353
H -1.76521 -0.75363 3.00284
O -2.00189 -0.31869 -2.34785
H -1.42458 -1.08532 -2.33928
H -2.33509 -0.28162 -1.41923
O -1.27220 3.86162 0.57680
H -1.74837 4.15739 -0.18468
H -0.28287 3.84763 0.45231

The spin multiplicity is 2. For the HOMO energy (spin up / spin down), the calculation gives -13.9636 / -13.9543 eV. Its total energy is -27026.920 eV. As for the total charge: +1. The LUMO energy (spin up / spin down) comes out at -4.03 / -11.20 eV. The relative energy (zero: lowest compared OMol25 entry of this formula, charge and spin) comes out at 373.72 kJ/mol. The frontier orbital gap (spin up / spin down) comes out at 0.365 / 0.101 Ha.

Atom charges from the natural (NBO) analysis, given in e for atoms 1 to 8:
1. O -0.915
2. H 0.453
3. H 0.465
4. O -0.988
5. H 0.505
6. H 0.490
7. O -0.887
8. H 0.501

Question: Look up the total charge of the third one.
Answer: 0

Please write out number 2 again, unchanged.
Here is 4 unconnected molecules or ions with the total composition C20H20N4 from the Open Molecules 2025 dataset. Energies are from ωB97M-V/def2-TZVPD.

Atoms and positions in Å:
C 3.38136 2.15199 -3.10119
C 2.64864 2.73526 -2.08620
C 1.37034 3.20081 -2.36698
N 0.81262 3.13200 -3.56799
C 1.54098 2.60029 -4.54757
C 2.82199 2.10049 -4.37042
H 4.37821 1.77916 -2.90497
H 3.01232 2.82721 -1.07114
H 0.75994 3.62711 -1.57736
H 1.10049 2.61950 -5.53888
H 3.33119 1.63209 -5.20140
C -1.92885 -1.70212 -2.88310
C -1.15761 -2.71015 -2.32505
C 0.17016 -2.43614 -2.03770
N 0.75247 -1.26216 -2.27377
C -0.00355 -0.31418 -2.82785
C -1.34277 -0.47491 -3.13471
H -2.97036 -1.90139 -3.10394
H -1.55124 -3.68415 -2.06834
H 0.80970 -3.19031 -1.58899
H 0.48526 0.64872 -2.92083
H -1.91100 0.33769 -3.56623
C -0.97266 0.88529 0.17733
C -1.58583 2.09468 0.46468
C -2.72818 2.08160 1.25514
N -3.24876 0.97024 1.75647
C -2.65300 -0.18015 1.46000
C -1.51360 -0.28336 0.68626
H -0.05951 0.86541 -0.40406
H -1.18649 3.01194 0.05278
H -3.19913 3.03125 1.48972
H -3.08377 -1.06811 1.91412
H -1.04071 -1.22991 0.46158
C -0.49111 -1.72957 4.35844
C 0.65975 -0.95987 4.35523
C 1.71552 -1.33022 5.17762
N 1.67703 -2.37226 5.99759
C 0.55619 -3.08356 6.01914
C -0.54659 -2.80802 5.22533
H -1.30823 -1.45817 3.70322
H 0.75775 -0.08683 3.72285
H 2.62479 -0.73812 5.17534
H 0.56118 -3.92332 6.70636
H -1.44490 -3.40575 5.30943

The spin multiplicity is 1. Its structure (SMILES) is c1ccncc1.c1ccncc1.c1ccncc1.c1ccncc1. For the HOMO energy, the calculation gives -9.6690 eV. Its total energy is -27023.962 eV. As for the total charge: 0. The LUMO energy comes out at 0.69 eV. The relative energy (zero: lowest compared OMol25 entry of this formula, charge and spin) comes out at 198.15 kJ/mol. The frontier orbital gap comes out at 0.381 Ha.

Atom charges from the natural (NBO) analysis, given in e for atoms 1 to 8:
1. C -0.163
2. C -0.259
3. C 0.026
4. N -0.426
5. C 0.028
6. C -0.255
7. H 0.222
8. H 0.222

Question: What is the formula in the third record?
Answer: C14H56N16O14